No. 1
{"formula": "C45H35BrN3O2P2RuS3", "method": "the ωB97M-V functional and the def2-TZVPD basis", "spin_multiplicity": 6, "total_charge": 0, "e_above_lowest_kj_mol": 416.2, "e_tot_ev": -179502.3948, "lumo_ev": [0.182, -2.457], "symbols": ["Ru", "C", "P", "C", "C", "C", "C", "C", "C", "C", "C", "C", "C", "C", "C", "C", "C", "C", "C", "C", "P", "C", "C", "C", "C", "C", "C", "C", "C", "C", "C", "C", "C", "N", "H", "H", "H", "H", "H", "H", "H", "H", "H", "H", "H", "H", "H", "H", "H", "H", "H", "H", "H", "H", "H", "H", "H", "H", "H", "H", "Br", "C", "C", "C", "C", "C", "C", "C", "O", "O", "H", "H", "H", "H", "S", "C", "S", "C", "N", "N", "C", "C", "C", "C", "C", "C", "S", "H", "H", "H", "H", "H"], "xyz": [[-0.571, 0.972, -0.755], [-3.288, 3.237, -1.080], [-3.976, 1.562, -1.636], [-2.592, 0.355, -1.815], [-1.533, 0.746, -2.715], [-0.789, -0.285, -3.377], [-0.960, -1.592, -3.081], [-1.847, -2.041, -1.970], [-2.792, -0.981, -1.519], [-4.613, 0.995, -0.017], [-5.927, 0.564, 0.114], [-6.391, 0.144, 1.349], [-5.548, 0.146, 2.447], [-4.235, 0.573, 2.316], [-3.768, 0.997, 1.088], [-1.864, 3.658, -0.934], [-1.490, 4.987, -0.629], [-0.104, 5.041, -0.687], [0.328, 3.759, -1.024], [1.686, 3.257, -1.377], [1.823, 1.526, -0.728], [2.612, 1.659, 0.908], [3.634, 2.567, 1.165], [4.229, 2.598, 2.413], [3.827, 1.714, 3.402], [2.831, 0.789, 3.139], [2.225, 0.759, 1.896], [3.183, 0.745, -1.648], [4.055, 1.422, -2.492], [5.085, 0.730, -3.107], [5.245, -0.629, -2.890], [4.369, -1.308, -2.056], [3.339, -0.625, -1.441], [-0.754, 2.936, -1.172], [-3.816, 3.447, -0.139], [-3.716, 3.941, -1.815], [-1.634, 1.703, -3.233], [-0.131, 0.001, -4.187], [-0.413, -2.353, -3.616], [-2.408, -2.944, -2.247], [-3.631, -1.297, -0.912], [-6.574, 0.554, -0.753], [-7.413, -0.189, 1.454], [-5.911, -0.195, 3.406], [-3.578, 0.576, 3.174], [-2.739, 1.322, 0.959], [-2.164, 5.779, -0.367], [0.521, 5.891, -0.490], [2.457, 3.936, -1.011], [1.756, 3.193, -2.472], [3.971, 3.247, 0.396], [5.011, 3.315, 2.617], [4.293, 1.749, 4.376], [2.519, 0.090, 3.900], [1.438, 0.049, 1.689], [3.940, 2.483, -2.670], [5.767, 1.260, -3.757], [6.054, -1.158, -3.372], [4.480, -2.368, -1.881], [2.642, -1.144, -0.794], [0.190, 4.694, 4.361], [-0.262, 2.879, 4.666], [-0.277, 2.422, 5.976], [-0.560, 1.095, 6.238], [-0.820, 0.219, 5.196], [-0.805, 0.682, 3.895], [-0.545, 2.020, 3.613], [-0.662, 2.491, 2.173], [-0.884, 3.660, 1.913], [-0.563, 1.521, 1.356], [-0.075, 3.106, 6.785], [-0.579, 0.743, 7.258], [-1.041, -0.819, 5.389], [-1.012, 0.011, 3.073], [-2.249, -6.673, -2.366], [-1.855, -5.332, -1.425], [-3.217, -4.779, -0.596], [-0.849, -2.473, -0.855], [-0.347, -3.631, -0.679], [-0.631, -4.780, -1.358], [0.544, -5.453, -1.794], [0.734, -6.819, -1.604], [1.904, -7.415, -2.043], [2.893, -6.660, -2.654], [2.713, -5.297, -2.819], [1.548, -4.692, -2.389], [-0.191, -1.232, 0.115], [-0.008, -7.421, -1.102], [2.054, -8.476, -1.893], [3.805, -7.132, -2.987], [3.483, -4.698, -3.284], [1.415, -3.626, -2.498]]}

---

No. 2
{"formula": "C45H35N6O4S2Y", "method": "the ωB97M-V functional and the def2-TZVPD basis", "total_charge": -2, "e_above_lowest_kj_mol": 131.9, "e_tot_ev": -87084.5980, "lumo_ev": 4.087, "symbols": ["Y", "O", "C", "N", "C", "O", "C", "C", "C", "C", "C", "N", "C", "C", "C", "C", "C", "N", "H", "H", "H", "H", "H", "H", "H", "H", "C", "C", "C", "C", "C", "C", "N", "N", "C", "C", "C", "C", "C", "C", "H", "H", "H", "H", "H", "H", "H", "H", "H", "S", "C", "C", "C", "C", "C", "C", "S", "H", "H", "H", "H", "C", "C", "C", "C", "C", "C", "N", "C", "C", "C", "C", "C", "C", "C", "O", "O", "C", "C", "H", "H", "H", "H", "H", "H", "H", "H", "H", "H", "H", "H", "H", "H"], "xyz": [[-0.270, -0.122, 0.118], [-3.456, 2.806, 1.799], [-2.462, 2.390, 1.223], [-2.394, 1.417, 0.271], [-3.407, 1.370, -0.628], [-4.138, 2.290, -0.982], [-3.621, 0.007, -1.248], [-4.584, -0.156, -2.234], [-4.859, -1.439, -2.671], [-4.186, -2.503, -2.089], [-3.216, -2.237, -1.136], [-2.916, -0.998, -0.740], [-1.121, 2.995, 1.589], [-1.012, 3.826, 2.698], [0.221, 4.380, 2.982], [1.290, 4.114, 2.134], [1.080, 3.283, 1.048], [-0.100, 2.718, 0.790], [-5.094, 0.722, -2.604], [-5.599, -1.611, -3.444], [-4.382, -3.527, -2.377], [-2.653, -3.032, -0.669], [-1.893, 3.994, 3.302], [0.357, 5.010, 3.854], [2.276, 4.521, 2.320], [1.892, 3.022, 0.381], [4.860, -3.628, 0.410], [4.953, -3.206, -0.912], [4.002, -2.348, -1.444], [2.955, -1.899, -0.645], [2.845, -2.334, 0.668], [3.798, -3.197, 1.192], [1.955, -0.965, -1.129], [2.216, -0.526, -2.255], [1.234, 0.364, -2.795], [1.510, 0.746, -4.108], [0.647, 1.606, -4.764], [-0.474, 2.072, -4.082], [-0.720, 1.665, -2.775], [0.109, 0.776, -2.068], [5.600, -4.306, 0.818], [5.765, -3.557, -1.538], [4.054, -2.019, -2.471], [1.994, -2.028, 1.264], [3.688, -3.544, 2.212], [2.401, 0.357, -4.591], [0.841, 1.910, -5.786], [-1.163, 2.753, -4.571], [-1.599, 2.071, -2.284], [-0.187, -2.751, -1.425], [-0.079, -4.054, -0.264], [0.155, -5.362, -0.728], [0.251, -6.449, 0.123], [0.113, -6.258, 1.496], [-0.114, -4.977, 1.976], [-0.214, -3.863, 1.132], [-0.456, -2.282, 1.871], [0.267, -5.500, -1.798], [0.437, -7.439, -0.281], [0.189, -7.092, 2.185], [-0.216, -4.809, 3.042], [4.903, 5.639, 1.113], [4.681, 4.210, 0.680], [4.491, 3.943, -0.669], [4.331, 2.634, -1.110], [4.342, 1.599, -0.201], [4.507, 1.846, 1.165], [4.609, 0.733, 2.026], [3.897, 0.576, 3.261], [4.672, 0.307, 4.391], [4.100, 0.161, 5.642], [2.723, 0.293, 5.787], [1.943, 0.510, 4.666], [2.505, 0.630, 3.395], [1.554, 0.608, 2.223], [0.321, 0.550, 2.452], [2.023, 0.563, 1.063], [4.695, 3.162, 1.618], [5.012, 3.466, 3.061], [4.845, 6.305, 0.251], [5.882, 5.777, 1.580], [4.156, 5.973, 1.838], [4.457, 4.765, -1.376], [4.158, 2.423, -2.159], [4.171, 0.580, -0.529], [4.681, -0.139, 1.520], [5.746, 0.251, 4.257], [4.728, -0.044, 6.501], [2.258, 0.190, 6.760], [0.863, 0.540, 4.726], [4.549, 2.775, 3.759], [4.690, 4.472, 3.342], [6.094, 3.416, 3.227]]}